This record from OMol25 describes a molecular structure, C33H35F5N4P2Sn in a non-equilibrium geometry. The level of theory is ωB97M-V/def2-TZVPD.

Properties
ΔE to the lowest compared entry with this formula, charge and spin in kJ/mol: 0.0
Frontier orbital gap in eV: 7.05
HOMO in Ha: -0.252
LUMO level in eV: 0.2
Charge: 0
Electronic energy in eV: -78739.75944

Last column: Löwdin charge in e.
Positions of all 80 atoms, in Å:
Sn -3.023 3.828 -0.350  1.25
C -4.020 2.392 1.031  -0.27
C -2.652 2.310 1.275  -0.22
C -1.744 1.200 0.773  -0.18
C -1.053 1.535 -0.571  -0.20
C -1.926 2.299 -1.542  -0.28
C -3.283 2.092 -1.766  -0.24
C -4.114 0.995 -1.121  -0.17
C -4.833 1.451 0.171  -0.19
C -2.770 5.258 -1.835  -0.26
H -4.605 3.030 1.691  0.11
H -2.259 2.914 2.089  0.11
H -2.312 0.269 0.688  0.10
H -0.968 1.017 1.524  0.11
H -0.172 2.154 -0.369  0.12
H -0.682 0.610 -1.039  0.11
H -1.383 2.886 -2.280  0.11
H -3.714 2.558 -2.649  0.11
H -3.483 0.125 -0.919  0.10
H -4.872 0.664 -1.839  0.12
H -5.754 1.976 -0.104  0.11
H -5.142 0.571 0.756  0.11
H -3.520 6.052 -1.754  0.01
H -2.827 4.816 -2.838  0.01
H -1.781 5.718 -1.714  0.01
P 3.199 -2.316 -1.636  1.03
P 2.560 -2.179 1.471  1.01
N 2.224 -2.886 -2.968  -0.28
N 4.805 -2.355 -2.286  -0.27
N 1.077 -3.040 1.718  -0.27
N 3.227 -2.077 3.082  -0.28
C 3.233 -3.872 -0.631  -0.38
C 3.615 -3.556 0.821  -0.39
C 0.959 -2.348 -3.198  -0.16
C 0.301 -3.153 -4.097  -0.10
C 1.185 -4.223 -4.436  -0.09
C 2.351 -4.044 -3.727  -0.14
C 5.454 -1.175 -2.653  -0.15
C 6.663 -1.497 -3.214  -0.10
C 6.773 -2.922 -3.200  -0.09
C 5.630 -3.427 -2.633  -0.15
C -0.150 -2.375 1.676  -0.15
C -1.142 -3.269 1.989  -0.09
C -0.518 -4.530 2.236  -0.09
C 0.835 -4.370 2.069  -0.15
C 3.232 -3.024 4.100  -0.14
C 4.137 -2.622 5.056  -0.10
C 4.723 -1.396 4.613  -0.10
C 4.151 -1.083 3.403  -0.16
H 3.953 -4.551 -1.103  0.06
H 2.254 -4.358 -0.650  0.08
H 3.468 -4.420 1.478  0.06
H 4.672 -3.278 0.865  0.09
H 0.659 -1.442 -2.692  0.09
H -0.693 -2.986 -4.488  0.09
H 0.993 -5.022 -5.139  0.09
H 3.261 -4.622 -3.703  0.10
H 4.979 -0.222 -2.469  0.10
H 7.396 -0.795 -3.587  0.09
H 7.607 -3.510 -3.560  0.10
H 5.338 -4.447 -2.437  0.09
H -0.181 -1.326 1.422  0.08
H -2.200 -3.051 2.028  0.09
H -1.012 -5.455 2.500  0.10
H 1.640 -5.084 2.157  0.10
H 2.583 -3.884 4.056  0.09
H 4.342 -3.138 5.984  0.09
H 5.462 -0.806 5.135  0.09
H 4.303 -0.252 2.730  0.10
F -2.078 6.203 1.656  0.06
C -3.428 6.256 1.534  -0.22
C -4.103 5.318 0.740  -0.17
C -5.498 5.398 0.603  -0.23
F -6.162 4.517 -0.184  0.07
C -6.213 6.403 1.262  -0.13
F -7.560 6.480 1.119  0.09
C -5.539 7.335 2.055  -0.12
F -6.233 8.317 2.683  0.10
C -4.147 7.262 2.191  -0.12
F -3.495 8.176 2.951  0.09

---

This record from OMol25 describes 5 unconnected molecules or ions with the total composition C33H35IN4O13. The level of theory is ωB97M-V/def2-TZVPD.

Properties
ΔE to the lowest compared entry with this formula, charge and spin in kJ/mol: 0.0
Frontier orbital gap in eV: 8.92
HOMO in Ha: -0.362
LUMO level in eV: -0.9
Charge: 0
Electronic energy in eV: -75455.81391
SMILES string: O=C(O)CCCOCCOCCC(=O)I.O=[N+]([O-])c1ccccc1.O=[N+]([O-])c1ccccc1.O=[N+]([O-])c1ccccc1.O=[N+]([O-])c1ccccc1

Last column: Löwdin charge in e.
Positions of all 86 atoms, in Å:
O 10.818 1.398 2.755  0.11
C 9.634 1.312 2.612  -0.51
O 9.063 1.214 1.377  0.08
C 8.665 1.307 3.774  -0.08
C 7.163 1.305 3.457  -0.16
C 6.457 2.595 3.854  -0.22
O 6.644 3.621 2.886  -0.13
C 5.581 3.727 1.963  -0.18
C 4.264 4.168 2.589  -0.18
O 3.403 3.051 2.745  -0.20
C 2.033 3.375 2.764  -0.20
C 1.246 2.183 3.313  -0.18
C 1.801 0.873 2.807  -0.82
O 1.489 0.354 1.790  0.01
I 3.223 -0.090 4.106  0.86
H 9.587 0.606 0.841  0.12
H 8.937 0.425 4.355  0.13
H 8.931 2.184 4.368  0.13
H 6.689 0.498 4.022  0.09
H 7.002 1.096 2.401  0.11
H 5.398 2.397 4.039  0.08
H 6.879 2.970 4.790  0.13
H 5.424 2.780 1.430  0.13
H 5.899 4.463 1.226  0.13
H 3.784 4.920 1.952  0.13
H 4.460 4.639 3.559  0.14
H 1.840 4.251 3.392  0.13
H 1.690 3.598 1.746  0.13
H 0.233 2.241 2.915  0.09
H 1.173 2.187 4.397  0.11
C -3.277 -3.423 3.001  -0.05
C -2.040 -2.842 2.750  -0.05
C -1.793 -1.532 3.128  0.01
C -2.805 -0.829 3.759  -0.15
C -4.045 -1.382 4.020  0.00
C -4.276 -2.693 3.634  -0.05
N -2.551 0.562 4.165  -0.34
O -1.453 1.028 3.907  0.04
O -3.438 1.173 4.719  0.09
H -3.460 -4.446 2.704  0.08
H -1.260 -3.411 2.262  0.10
H -0.838 -1.067 2.935  0.11
H -4.809 -0.799 4.512  0.12
H -5.239 -3.145 3.826  0.11
C -1.732 1.952 0.319  -0.06
C -2.847 2.399 -0.379  -0.06
C -2.778 2.588 -1.750  0.00
C -1.582 2.319 -2.392  -0.15
C -0.458 1.879 -1.717  0.01
C -0.540 1.694 -0.345  -0.05
N -1.508 2.496 -3.852  -0.35
O -2.506 2.892 -4.425  0.06
O -0.463 2.220 -4.406  0.08
H -1.793 1.800 1.391  0.09
H -3.773 2.600 0.143  0.11
H -3.633 2.933 -2.313  0.12
H 0.457 1.681 -2.255  0.12
H 0.318 1.343 0.211  0.08
C -0.972 -4.834 -3.175  -0.07
C -0.005 -5.159 -2.233  -0.06
C -0.377 -5.499 -0.943  0.00
C -1.723 -5.505 -0.626  -0.15
C -2.705 -5.182 -1.544  0.00
C -2.318 -4.844 -2.831  -0.06
N -2.126 -5.872 0.742  -0.34
O -1.250 -6.124 1.545  0.08
O -3.315 -5.887 0.997  0.06
H -0.676 -4.574 -4.183  0.11
H 1.042 -5.150 -2.503  0.11
H 0.360 -5.754 -0.195  0.12
H -3.745 -5.196 -1.257  0.12
H -3.070 -4.589 -3.566  0.11
C -3.779 0.362 -5.929  -0.07
C -4.193 -0.957 -5.792  -0.06
C -5.315 -1.409 -6.466  -0.01
C -6.003 -0.519 -7.271  -0.15
C -5.613 0.800 -7.419  0.00
C -4.489 1.238 -6.738  -0.05
N -7.192 -0.996 -8.001  -0.35
O -7.527 -2.153 -7.838  0.07
O -7.766 -0.205 -8.722  0.08
H -2.899 0.711 -5.408  0.08
H -3.639 -1.637 -5.158  0.10
H -5.655 -2.430 -6.374  0.12
H -6.178 1.464 -8.055  0.12
H -4.161 2.264 -6.835  0.11

---

This record from OMol25 describes a molecular structure, C33H35N3O7RbSTe. The level of theory is ωB97M-V/def2-TZVPD.

Properties
ΔE to the lowest compared entry with this formula, charge and spin in kJ/mol: 23.8
Frontier orbital gap in eV: 6.56
HOMO in Ha: -0.171
LUMO level in eV: 1.9
Charge: -1
Electronic energy in eV: -72379.62471

Last column: Löwdin charge in e.
Positions of all 81 atoms, in Å:
Rb 0.541 -1.232 -0.134  1.06
O 1.860 2.904 1.618  -0.17
C 1.853 1.733 1.178  -0.64
O 0.926 0.893 1.324  -0.21
C 3.162 1.277 0.496  -0.10
C 3.739 -0.038 1.075  -0.26
C 5.266 0.020 0.959  -0.11
C 5.439 -0.125 -0.574  -0.10
C 3.989 -0.353 -1.034  -0.27
O 3.418 -1.048 0.098  -0.15
C 3.197 0.953 -1.038  -0.11
C 1.843 0.835 -1.799  -0.74
O 1.070 1.801 -1.673  -0.02
O 1.652 -0.216 -2.468  -0.15
H 3.863 2.087 0.692  0.14
H 3.336 -0.329 2.042  0.16
H 5.675 0.948 1.358  0.11
H 5.723 -0.817 1.490  0.11
H 5.872 0.763 -1.037  0.11
H 6.069 -0.980 -0.824  0.10
H 3.845 -0.937 -1.937  0.15
H 3.740 1.753 -1.546  0.15
C -5.149 -2.282 -2.209  -0.03
N -4.345 -1.336 -1.459  -0.06
C -4.689 -0.025 -1.374  -0.07
C -3.917 0.866 -0.731  0.00
C -2.696 0.368 -0.148  -0.38
N -2.362 -0.909 -0.231  0.10
C -3.136 -1.802 -0.897  -0.52
O -2.845 -2.980 -1.052  0.02
N -1.905 1.216 0.510  0.19
H -6.147 -1.869 -2.345  0.08
H -5.207 -3.219 -1.661  0.09
H -4.703 -2.489 -3.183  0.10
H -5.620 0.250 -1.853  0.12
H -4.190 1.908 -0.661  0.11
H -2.033 2.208 0.379  0.05
H -0.958 0.976 0.813  0.05
Te -0.390 4.309 1.848  1.47
C -1.976 5.753 1.613  -0.52
C -2.171 6.474 0.436  -0.14
C -3.238 7.353 0.305  -0.11
C -4.143 7.521 1.345  -0.12
C -3.964 6.806 2.521  -0.12
C -2.887 5.938 2.653  -0.17
C 0.855 5.403 0.546  -0.53
C 1.197 4.873 -0.693  -0.12
C 2.002 5.608 -1.555  -0.08
C 2.463 6.866 -1.187  -0.11
C 2.130 7.387 0.055  -0.11
C 1.332 6.653 0.923  -0.15
H -1.476 6.354 -0.388  0.09
H -3.365 7.907 -0.618  0.09
H -4.976 8.205 1.241  0.09
H -4.657 6.931 3.345  0.09
H -2.751 5.403 3.587  0.08
H 0.889 3.870 -0.972  0.08
H 2.274 5.184 -2.514  0.10
H 3.090 7.435 -1.864  0.09
H 2.497 8.362 0.355  0.09
H 1.077 7.056 1.896  0.09
C -1.156 -10.451 0.961  -0.06
C -0.777 -9.029 0.646  -0.28
C -0.478 -8.126 1.659  -0.04
C -0.153 -6.807 1.372  -0.06
C -0.122 -6.393 0.054  -0.39
C -0.435 -7.269 -0.976  -0.08
C -0.750 -8.583 -0.675  -0.05
S 0.269 -4.680 -0.298  0.89
C 1.992 -4.947 -0.758  -0.22
O 0.317 -3.983 1.017  -0.58
H -0.932 -10.696 1.999  0.07
H -0.621 -11.153 0.322  0.08
H -2.225 -10.612 0.804  0.08
H -0.505 -8.456 2.691  0.11
H 0.063 -6.087 2.151  0.11
H -0.443 -6.924 -2.003  0.11
H -0.993 -9.272 -1.476  0.11
H 2.512 -5.387 0.092  0.07
H 2.415 -3.971 -0.998  0.05
H 2.035 -5.599 -1.629  0.06

---

Q: Among the records above, which one has the highest frontier orbital gap?
A: C33H35IN4O13

---

Q: Which value of HOMO does entry 1 give?
A: -0.252 Ha

---

Q: The lowest LUMO level belongs to which entry?
A: C33H35IN4O13

---

Q: Look up the frontier orbital gap of the third one.
A: 6.56 eV